DFT (ωB97M-V/def2-TZVPD) results for a molecular structure, C30H44N4P2SiTc in a non-equilibrium geometry.

XYZ file:
```
82
Properties=species:S:1:pos:R:3
Tc 0.210 0.790 1.408
C -1.491 1.509 -3.980
C -1.542 0.187 -3.771
C -0.696 -0.817 -4.487
C 0.819 -0.520 -4.606
C 1.439 0.263 -3.470
C 1.224 1.574 -3.250
C 0.805 2.484 -4.360
C -0.582 2.156 -4.992
C 1.517 0.722 3.142
H -2.214 2.198 -3.532
H -2.462 -0.261 -3.399
H -1.109 -0.913 -5.507
H -0.820 -1.809 -4.027
H 1.337 -1.499 -4.680
H 1.002 -0.006 -5.567
H 2.314 -0.244 -3.039
H 1.513 2.075 -2.337
H 1.586 2.454 -5.157
H 0.758 3.519 -3.996
H -1.030 3.106 -5.332
H -0.492 1.535 -5.901
H 1.126 1.025 4.129
H 2.425 1.336 2.947
H 1.816 -0.337 3.251
P 1.822 -0.468 0.526
P -1.221 -0.727 0.634
N 2.997 0.714 -0.016
N 2.955 -1.643 1.268
N -2.321 0.439 -0.174
N -2.437 -1.933 1.239
C 1.079 -1.315 -0.910
C -0.413 -1.672 -0.714
C 3.046 2.043 0.407
C 4.167 2.636 -0.161
C 4.813 1.648 -0.962
C 4.077 0.471 -0.851
C 3.855 -1.412 2.315
C 4.498 -2.599 2.638
C 3.963 -3.610 1.774
C 3.018 -3.004 0.963
C -2.258 1.802 0.125
C -3.043 2.486 -0.803
C -3.585 1.524 -1.682
C -3.135 0.281 -1.269
C -3.703 -2.225 0.728
C -4.343 -3.118 1.572
C -3.440 -3.412 2.635
C -2.283 -2.683 2.404
H 1.658 -2.198 -1.234
H 1.124 -0.600 -1.741
H -0.976 -1.470 -1.643
H -0.522 -2.741 -0.475
H 2.285 2.457 1.065
H 4.461 3.663 -0.010
H 5.700 1.774 -1.572
H 4.221 -0.506 -1.281
H 3.947 -0.425 2.753
H 5.279 -2.720 3.379
H 4.253 -4.654 1.718
H 2.369 -3.406 0.198
H -1.670 2.202 0.965
H -3.203 3.557 -0.790
H -4.169 1.745 -2.567
H -3.283 -0.697 -1.701
H -4.048 -1.784 -0.199
H -5.343 -3.516 1.447
H -3.614 -4.078 3.475
H -1.345 -2.650 2.948
C -3.176 0.689 3.293
Si -1.272 0.697 3.419
C -0.988 2.434 4.196
C -0.950 -0.557 4.812
H -3.556 1.176 2.392
H -3.567 1.252 4.153
H -3.598 -0.318 3.353
H -1.796 2.621 4.919
H -0.035 2.527 4.729
H -1.028 3.228 3.438
H -1.519 -0.248 5.702
H -1.296 -1.566 4.567
H 0.097 -0.641 5.121
```

The HOMO-LUMO gap (spin up / spin down) comes out at 0.202 / 0.107 hartree. As for the net charge: +2. Its multiplicity is 4.

Atomic partial charges in e from the Mulliken method, atoms 1 to 4: atom 1 (Tc): -1.014, atom 2 (C): -0.619, atom 3 (C): 0.210, atom 4 (C): -1.323

=====

DFT (ωB97M-V/def2-TZVPD) results for a molecular structure, C5H14Br2LiO2.

XYZ file:
```
24
Properties=species:S:1:pos:R:3
Li -0.098 2.114 0.547
Br -2.310 3.085 -0.196
Br 1.511 3.273 2.070
C -1.309 -2.159 1.046
C -0.569 -1.006 1.710
C 0.934 -1.170 1.606
O -0.918 0.238 1.081
H -1.035 -3.095 1.545
H -1.012 -2.268 0.001
H -2.395 -2.049 1.072
H -0.846 -0.970 2.770
H 1.193 -1.328 0.553
H 1.271 -2.048 2.153
H 1.442 -0.258 1.921
H -1.883 0.261 1.032
C -0.140 0.331 -2.419
C 1.238 0.769 -1.946
O 1.175 1.968 -1.158
H -0.733 -0.027 -1.585
H -0.021 -0.441 -3.185
H -0.655 1.174 -2.884
H 1.932 0.960 -2.769
H 1.641 -0.031 -1.316
H 1.587 2.677 -1.648
```

The HOMO-LUMO gap comes out at 0.268 hartree. As for the net charge: -1. The energy relative to the best compared isomer or geometry (same formula, charge and spin) is 0.0 kcal per mole.

Atomic partial charges in e from the Mulliken method, atoms 1 to 4: atom 1 (Li): 0.586, atom 2 (Br): -0.856, atom 3 (Br): -0.881, atom 4 (C): -1.323

=====

DFT (ωB97M-V/def2-TZVPD) results for a molecular structure, C14H25O3PPtTe4.

XYZ file:
```
48
Properties=species:S:1:pos:R:3
Pt 0.016 1.105 -0.157
C 0.265 1.193 -3.478
O 1.001 0.603 -2.419
C 2.377 0.958 -2.482
C 3.104 0.402 -1.269
O 2.560 1.041 -0.125
C 3.058 0.579 1.118
C 2.375 1.369 2.225
O 0.981 1.081 2.217
C 0.273 1.785 3.221
H 0.698 0.911 -4.443
H 0.274 2.288 -3.397
H -0.755 0.813 -3.409
H 2.486 2.053 -2.487
H 2.808 0.549 -3.405
H 4.174 0.628 -1.353
H 2.964 -0.682 -1.214
H 4.144 0.734 1.174
H 2.842 -0.490 1.233
H 2.538 2.442 2.056
H 2.806 1.083 3.192
H 0.697 1.563 4.205
H -0.766 1.453 3.180
H 0.320 2.871 3.064
Te -2.753 1.509 -0.508
Te -3.337 4.032 0.090
Te -0.974 5.158 0.871
Te 0.919 3.725 -0.342
C 0.725 -2.435 -0.703
P -0.214 -1.265 0.341
C 0.061 -1.899 2.031
C -1.959 -1.641 0.010
C -2.906 -1.590 1.033
C -4.242 -1.832 0.754
C -4.647 -2.104 -0.546
C -3.710 -2.139 -1.570
C -2.373 -1.905 -1.296
H 0.769 -2.109 -1.742
H 0.235 -3.408 -0.646
H 1.737 -2.526 -0.311
H -0.425 -2.873 2.118
H -0.355 -1.221 2.771
H 1.125 -2.010 2.224
H -2.601 -1.394 2.050
H -4.966 -1.822 1.553
H -5.689 -2.279 -0.763
H -4.020 -2.354 -2.581
H -1.640 -1.955 -2.087
```

The HOMO-LUMO gap (spin up / spin down) comes out at 0.250 / 0.204 hartree. As for the net charge: +2. Its multiplicity is 5. The energy relative to the best compared isomer or geometry (same formula, charge and spin) is 6.1 kcal per mole.

Atomic partial charges in e from the Mulliken method, atoms 1 to 4: atom 1 (Pt): 1.485, atom 2 (C): -0.819, atom 3 (O): -0.189, atom 4 (C): -0.810

=====

DFT (ωB97M-V/def2-TZVPD) results for 2 unconnected molecules or ions with the total composition C8H16BN2O5 in a non-equilibrium geometry.

XYZ file:
```
32
Properties=species:S:1:pos:R:3
C -2.111 -1.594 1.199
C -1.651 -2.398 -0.069
O -2.195 -1.811 -1.280
C -0.070 -2.406 -0.095
N 0.374 -1.023 0.020
C 1.831 -0.890 0.005
C 2.293 0.602 0.244
B 1.818 1.612 -0.894
O 1.256 1.167 -2.098
O 1.955 3.003 -0.644
C 2.514 -1.723 1.176
O 1.861 -1.918 2.233
O 3.722 -2.143 1.052
H -1.387 -1.848 2.010
H -1.998 -0.508 0.980
H -3.156 -1.831 1.509
H -2.054 -3.442 0.015
H -2.495 -2.550 -1.825
H 0.249 -3.063 0.742
H 0.236 -2.913 -1.054
H -0.061 -0.537 -0.769
H 2.283 -1.307 -0.938
H 1.780 0.906 1.197
H 3.401 0.599 0.409
H 1.125 1.950 -2.657
H 2.648 3.052 0.046
C -2.503 3.556 -0.030
C -1.060 3.398 -0.199
N 0.081 3.267 -0.333
H -2.768 4.594 0.174
H -3.043 3.249 -0.926
H -2.875 2.953 0.799
```

The HOMO-LUMO gap comes out at 0.229 hartree. As for the net charge: -1. The energy relative to the best compared isomer or geometry (same formula, charge and spin) is 35.6 kcal per mole.

Atomic partial charges in e from the Mulliken method, atoms 1 to 4: atom 1 (C): -1.015, atom 2 (C): 0.098, atom 3 (O): -0.586, atom 4 (C): -0.919

=====

What is the net charge in the second record? -1

=====

Copy entry 4 word for word.
DFT (ωB97M-V/def2-TZVPD) results for 2 unconnected molecules or ions with the total composition C8H16BN2O5 in a non-equilibrium geometry.

XYZ file:
```
32
Properties=species:S:1:pos:R:3
C -2.111 -1.594 1.199
C -1.651 -2.398 -0.069
O -2.195 -1.811 -1.280
C -0.070 -2.406 -0.095
N 0.374 -1.023 0.020
C 1.831 -0.890 0.005
C 2.293 0.602 0.244
B 1.818 1.612 -0.894
O 1.256 1.167 -2.098
O 1.955 3.003 -0.644
C 2.514 -1.723 1.176
O 1.861 -1.918 2.233
O 3.722 -2.143 1.052
H -1.387 -1.848 2.010
H -1.998 -0.508 0.980
H -3.156 -1.831 1.509
H -2.054 -3.442 0.015
H -2.495 -2.550 -1.825
H 0.249 -3.063 0.742
H 0.236 -2.913 -1.054
H -0.061 -0.537 -0.769
H 2.283 -1.307 -0.938
H 1.780 0.906 1.197
H 3.401 0.599 0.409
H 1.125 1.950 -2.657
H 2.648 3.052 0.046
C -2.503 3.556 -0.030
C -1.060 3.398 -0.199
N 0.081 3.267 -0.333
H -2.768 4.594 0.174
H -3.043 3.249 -0.926
H -2.875 2.953 0.799
```

The HOMO-LUMO gap comes out at 0.229 hartree. As for the net charge: -1. The energy relative to the best compared isomer or geometry (same formula, charge and spin) is 35.6 kcal per mole.

Atomic partial charges in e from the Mulliken method, atoms 1 to 4: atom 1 (C): -1.015, atom 2 (C): 0.098, atom 3 (O): -0.586, atom 4 (C): -0.919

=====

Which formula does entry 1 have? C30H44N4P2SiTc